# 1
This record from the Open Molecules 2025 dataset describes a structure of composition C20H16ClN5O6S3Ti. The level of theory is the ωB97M-V functional and the def2-TZVPD basis.

Each line ends with the natural charge from an NBO analysis.
CARTESIAN COORDINATES (ANGSTROEM)
Ti 0.61104 0.96242 0.16199  1.349
O -5.00005 1.41013 1.23652  -0.657
C -4.78713 0.25685 0.62568  0.781
O -5.62868 -0.59112 0.52913  -0.548
C -3.41475 0.01795 0.05372  -0.245
C -3.04470 -1.12740 -0.64696  0.197
Cl -3.96262 -2.45730 -1.11609  0.161
N -1.74923 -1.01266 -0.99958  -0.178
N -1.25766 0.16373 -0.57886  -0.347
C -2.25379 0.79528 0.05154  0.084
C -1.90835 2.14192 0.61500  0.797
O -2.71551 2.82623 1.19838  -0.572
O -0.66044 2.48638 0.38933  -0.791
C -0.92327 -1.91832 -1.74863  0.176
C -0.26565 -1.43371 -2.86668  -0.234
C 0.57230 -2.27839 -3.57390  -0.195
C 0.72943 -3.59928 -3.16912  -0.185
C 0.05370 -4.07135 -2.05209  -0.182
C -0.77357 -3.22770 -1.32777  -0.227
H -4.21038 1.99905 1.25345  0.509
H -0.40993 -0.40502 -3.17189  0.237
H 1.09444 -1.91149 -4.44688  0.233
H 1.37703 -4.26200 -3.72694  0.232
H 0.17569 -5.09883 -1.73717  0.231
H -1.29015 -3.57859 -0.44396  0.236
O 1.53157 1.43879 3.90855  -0.832
S 1.24124 0.44998 2.93737  2.293
O -0.09095 0.49037 2.28756  -0.940
N 2.13550 0.48977 1.53978  -0.875
C 2.29957 -0.79435 1.14856  0.087
S 2.07850 -1.14657 -0.46555  0.032
C 2.28155 -1.76106 2.26328  -0.043
C 2.71552 -3.07021 2.30198  -0.175
C 2.55483 -3.77349 3.49036  -0.166
C 1.95201 -3.19020 4.60254  -0.168
C 1.49246 -1.87748 4.56367  -0.151
C 1.67565 -1.19585 3.38245  -0.333
H 3.18260 -3.52076 1.43590  0.245
H 2.90697 -4.79402 3.55526  0.239
H 1.84027 -3.76539 5.51128  0.241
H 1.01627 -1.41301 5.41646  0.252
C -0.08807 5.71697 -1.67941  -0.440
N 0.37306 4.37909 -1.33377  -0.547
C 1.28869 3.72385 -2.00596  0.391
N 1.86458 4.29095 -3.06605  -0.761
S 1.85165 2.12776 -1.58837  -0.190
H -0.89068 5.98427 -0.99966  0.247
H -0.47774 5.74617 -2.69864  0.211
H 0.71459 6.44860 -1.57292  0.215
H -0.05498 3.90220 -0.54480  0.459
H 1.65835 5.23473 -3.34580  0.416
H 2.58921 3.79212 -3.55229  0.431

As for the spin multiplicity: 2. Its total charge is +1. The value obtained for the gap between HOMO and LUMO (alpha / beta) is 7.912 / 8.306 eV. The HOMO energy (alpha / beta) comes out at -12.00 / -12.35 eV. For the largest force on an atom, the calculation gives 0.4 eV/A.

# 2
This record from the Open Molecules 2025 dataset describes a structure of composition C20H16IrN9 in a non-equilibrium geometry. The level of theory is the ωB97M-V functional and the def2-TZVPD basis.

Each line ends with the natural charge from an NBO analysis.
CARTESIAN COORDINATES (ANGSTROEM)
Ir 0.48120 -2.65131 -0.16581  0.726
N 3.40760 -2.15771 0.31799  -0.769
C 2.77830 -0.97061 0.33909  0.648
N 3.52470 0.11719 0.33789  -0.573
C 2.97460 1.33639 0.35729  0.669
N 3.76800 2.38959 0.35799  -0.713
N 1.63960 1.40069 0.40089  -0.395
C 0.86800 0.24749 0.34739  0.418
N 1.41250 -0.98701 0.29929  -0.617
C -1.71170 0.50659 0.29959  0.171
C -2.71250 1.48209 0.29309  -0.205
C -4.05280 1.15819 0.33079  -0.124
C -4.39820 -0.19781 0.40079  -0.213
C -3.42330 -1.15051 0.36759  0.035
N -2.06980 -0.85471 0.27439  -0.410
H 4.41550 -2.12421 0.37969  0.445
H 2.94710 -2.96061 0.72859  0.404
H 4.76580 2.23479 0.34159  0.445
H 3.41800 3.33339 0.38319  0.431
H -2.40240 2.51459 0.25399  0.245
H -4.80560 1.92889 0.32489  0.254
H -5.43160 -0.49931 0.46729  0.263
H -3.64060 -2.20611 0.38479  0.238
N -0.48540 7.61359 0.31949  -0.178
C -0.29850 6.48089 0.33629  0.207
C -0.08000 5.09399 0.35429  -0.106
C 0.03790 4.37759 -0.86321  -0.116
C 0.24210 3.03889 -0.87021  -0.210
C 0.34800 2.26209 0.38159  0.090
C 0.18700 3.05389 1.61899  -0.179
C -0.00430 4.39549 1.58509  -0.176
C -0.35340 0.87889 0.34259  -0.134
C -1.26870 -1.89101 0.16849  0.150
H -0.04600 4.91649 -1.79371  0.246
H 0.32880 2.48669 -1.79241  0.233
H 0.22320 2.52229 2.55639  0.236
H -0.09630 4.96009 2.50069  0.257
N 0.95180 -5.12441 -1.53711  -0.326
C 0.57430 -6.35221 -1.91951  0.049
C -0.70910 -6.54281 -1.45211  -0.299
C -1.04680 -5.36021 -0.79901  0.049
N -0.03250 -4.49511 -0.85301  -0.378
H 1.82570 -4.67121 -1.76761  0.430
H 1.22110 -6.99931 -2.47801  0.262
H -1.31060 -7.41941 -1.56441  0.273
H -1.96090 -5.11531 -0.29591  0.247

As for the spin multiplicity: 5. Its total charge is +2. The value obtained for the gap between HOMO and LUMO (alpha / beta) is 5.991 / 6.202 eV. The HOMO energy (alpha / beta) comes out at -12.91 / -14.15 eV. For the largest force on an atom, the calculation gives 2.5 eV/A.

# 3
This record from the Open Molecules 2025 dataset describes a structure of composition C20H17BrLa in a non-equilibrium geometry. The level of theory is the ωB97M-V functional and the def2-TZVPD basis.

Each line ends with the natural charge from an NBO analysis.
CARTESIAN COORDINATES (ANGSTROEM)
C 0.74596 1.71426 -3.63659  -0.329
C 1.90780 1.83859 -2.81764  -0.401
C 2.36324 0.51760 -2.49800  -0.431
H 2.36113 2.77792 -2.48533  0.242
C 1.45427 -0.41639 -3.09907  -0.377
C 0.46312 0.33462 -3.80699  -0.328
H -0.31771 -0.08124 -4.45470  0.219
H 0.21477 2.53989 -4.12742  0.221
H 3.22971 0.27397 -1.88570  0.240
H 1.57302 -1.49715 -3.13537  0.224
La 0.33941 0.91440 -0.83833  1.768
Br 1.98747 2.39731 0.82061  -0.612
C -2.33122 1.22610 -0.09784  -0.390
C -2.59367 0.66786 -1.38503  -0.349
C -2.24667 1.64957 -2.36052  -0.314
H -3.07779 -0.28717 -1.58377  0.222
C -1.72679 2.78969 -1.69695  -0.358
C -1.76875 2.53489 -0.28818  -0.432
H -1.44332 3.22266 0.49644  0.238
H -2.55003 0.75278 0.84778  0.235
H -2.43456 1.57377 -3.43588  0.214
H -1.40559 3.72517 -2.17363  0.223
C -0.09599 -0.96362 4.85388  -0.231
C -0.40117 0.18636 4.08887  -0.231
C -0.30609 0.12819 2.69834  -0.159
C 0.09271 -1.06824 2.01871  -0.092
C 0.22150 -1.16982 0.62168  -0.468
C 0.66846 -2.30273 -0.01343  -0.265
C 1.01018 -3.45289 0.77334  -0.211
C 0.88822 -3.41022 2.15031  -0.249
C 0.44467 -2.23421 2.81529  0.017
C 0.31920 -2.13421 4.22584  -0.228
H -0.18813 -0.91048 5.94611  0.200
H -0.70677 1.11337 4.58094  0.205
H -0.51561 1.03353 2.10128  0.213
H 0.78637 -2.32091 -1.09999  0.197
H 1.36335 -4.36402 0.28591  0.192
H 1.12295 -4.28298 2.77157  0.191
H 0.55234 -3.01622 4.82348  0.192

Its total charge is -1. The value obtained for the gap between HOMO and LUMO is 7.262 eV. The HOMO energy comes out at -4.51 eV. For the largest force on an atom, the calculation gives 2.0 eV/A.

# 4
This record from the Open Molecules 2025 dataset describes a structure of composition C20H17Co2N4O6 in a non-equilibrium geometry. The level of theory is the ωB97M-V functional and the def2-TZVPD basis.

Each line ends with the natural charge from an NBO analysis.
CARTESIAN COORDINATES (ANGSTROEM)
O 3.54225 -2.88788 -0.38752  -0.607
C 2.44711 -2.51573 -0.52578  0.419
Co 0.81700 -1.97813 -1.02462  0.077
C 0.55521 -2.53781 -2.65387  0.609
O 0.24353 -2.93369 -3.70157  -0.567
C -0.84269 -2.61044 -0.55560  0.572
O -1.99424 -2.82436 -0.67900  -0.689
C 0.87896 -0.12319 -0.70406  -0.429
C 1.59365 0.57025 -1.76729  0.046
C 2.94309 0.24307 -2.02215  -0.216
C 3.55890 0.64821 -3.20474  -0.225
C 2.82290 1.39333 -4.12544  -0.255
C 1.52722 1.81511 -3.84121  -0.221
C 0.90289 1.42538 -2.65903  -0.244
C -0.37529 -0.04670 -0.01937  -0.085
C -1.68363 -0.34099 -0.24857  -0.616
Co 0.92128 -0.32804 1.10546  -0.108
C 1.86801 -1.74103 1.80494  0.472
O 2.50945 -2.41715 2.50844  -0.575
C -0.35460 -0.15495 2.27007  0.603
O -1.23271 -0.01250 3.02021  -0.557
C 1.83456 1.03285 1.64546  0.565
O 2.37990 1.96708 2.06013  -0.534
H 3.49058 -0.32481 -1.26638  0.213
H 4.59899 0.33716 -3.37413  0.203
H 3.30386 1.63321 -5.08084  0.194
H 0.96304 2.41024 -4.56593  0.198
H -0.10883 1.73196 -2.42465  0.210
H -2.43144 -0.06007 0.49951  0.196
H -1.97547 -0.43810 -1.27378  0.193
N 2.52936 -5.42432 -2.76231  -0.096
N 1.76876 -5.06539 -1.98623  0.255
N 1.04389 -4.65947 -1.08500  -0.339
C -0.15517 -5.44519 -0.79390  -0.236
C -0.47265 -5.14877 0.65557  -0.043
C -1.91217 -5.38372 1.13104  -0.415
C -2.08874 -4.40751 2.31359  -0.407
C -0.92066 -3.42873 2.26921  -0.234
N -0.20548 -3.73831 0.99189  -0.602
H -1.00675 -5.14662 -1.42355  0.211
H -0.04048 -6.52961 -0.90372  0.195
H 0.23158 -5.77603 1.24794  0.175
H -2.62099 -5.13393 0.32081  0.222
H -2.04750 -6.43244 1.39043  0.207
H -3.02641 -3.86177 2.25464  0.220
H -2.06043 -4.95720 3.25375  0.202
H -1.23747 -2.38117 2.26413  0.218
H -0.22825 -3.50343 3.12951  0.192
H 0.81017 -3.54852 1.03722  0.434

Its total charge is -1. The value obtained for the gap between HOMO and LUMO is 5.558 eV. The HOMO energy comes out at -2.76 eV. For the largest force on an atom, the calculation gives 6.0 eV/A.

Number 4 is which compound?
C20H17Co2N4O6